Here is one molecule with the formula C7H10 from the Open Molecules 2025 dataset. Energies are from the ωB97M-V functional and the def2-TZVPD basis.

Cartesian coordinates (Å):
C -1.7151 -2.3859 0.8835
C -0.6649 -1.7607 0.5274
C 0.3598 -1.0281 0.0917
C 1.7077 -1.5923 -0.3988
C 0.3086 0.5577 -0.0765
C -0.5572 1.5242 0.1179
C -0.2227 2.9632 -0.2657
H -2.1745 -2.6418 1.9240
H -2.3800 -2.6179 0.1186
H 2.5375 -0.8264 -0.1172
H 1.6749 -1.7617 -1.5033
H 1.8134 -2.6434 0.0751
H 1.3232 0.9125 -0.6063
H -1.4549 1.4128 0.5484
H -1.0367 3.0764 -0.9849
H 0.6876 3.0650 -0.8038
H -0.2064 3.7463 0.4698

Values from the calculation:
Molecular weight, g/mol: 94.157
Structure (SMILES): C=C=C(C)/C=C/C
Highest occupied orbital energy, eV: -8.5
Charge: 0
LUMO energy, eV: 1.098
Energy relative to the best compared isomer or geometry (same formula, charge and spin), kJ/mol: 335.9

Here is a 2-piece molecular cluster, C7H10BFNO6P overall from the Open Molecules 2025 dataset. Energies are from the ωB97M-V functional and the def2-TZVPD basis.

Cartesian coordinates (Å):
O 3.7014 -1.0070 1.1203
C 2.9362 -0.1858 0.7237
O 3.2894 1.1042 0.5875
C 1.5254 -0.6146 0.4195
C 1.1347 -1.7820 1.0723
C -0.1320 -2.2846 0.9026
N -0.9875 -1.6585 0.0819
P -2.6663 -2.3317 -0.1304
O -2.7319 -2.4420 -1.7286
O -3.5440 -1.0164 0.1921
C -0.6364 -0.5429 -0.5624
C 0.6179 0.0423 -0.4231
C 0.8836 1.3402 -1.1004
B -0.1138 2.3211 -0.3168
O 0.3745 3.3836 0.3430
O -1.4989 2.0606 -0.3589
H 4.0431 1.1320 -0.0165
H 1.8228 -2.3014 1.7141
H -0.4918 -3.1695 1.3995
H -2.9222 -1.6071 -2.1871
H -3.0952 -0.4671 0.8620
H -1.3620 -0.0465 -1.1795
H 1.9078 1.6628 -1.0427
H 0.6252 1.3060 -2.1613
H -0.2150 3.4321 1.1264
H -1.8270 2.0303 -1.2655
F -0.6378 1.6420 1.9284

Values from the calculation:
Molecular weight, g/mol: 264.942
Highest occupied orbital energy, eV: -8.2
Charge: 0
LUMO energy, eV: -1.524

Here is one molecule with the formula C7H10BN3O2S from the Open Molecules 2025 dataset. Energies are from the ωB97M-V functional and the def2-TZVPD basis.

Cartesian coordinates (Å):
B 2.3780 0.3985 1.1485
C -1.0437 1.5150 -3.1777
C -2.3979 1.2548 -3.1310
C -1.1439 0.6310 -1.1359
C 1.3783 0.7906 2.2015
C -0.6464 0.2977 0.1259
C 0.2450 0.1344 2.7836
C -0.9190 -2.0569 -0.0083
N -0.3729 1.1818 -2.0318
N -0.1589 -1.0509 2.0356
N -0.6273 -0.8311 0.7120
O 2.3251 0.8494 -0.1492
O 3.6272 -0.1816 1.4681
S -2.7717 0.3967 -1.6677
H -0.6252 1.9494 -4.0081
H -3.0496 1.6222 -3.8207
H 0.6286 -0.2190 3.6586
H -0.5951 0.9599 2.9035
H 0.1933 -2.6032 -0.0457
H -1.4904 -2.5768 0.6900
H -1.3335 -2.0277 -1.0606
H 0.5807 -1.6935 1.9865
H 1.6168 1.5702 -0.2688
H 4.2022 -0.3110 0.7918

Values from the calculation:
Molecular weight, g/mol: 211.055
Spin multiplicity: 3
Highest occupied orbital energy (alpha / beta), eV: -7.4 / -7.8
Charge: 0
LUMO energy (alpha / beta), eV: 0.472 / -0.624

- Look up the charge of the first one.
  0